Record 1
Entry from OMol25: an isolated ion of composition C10H17N2S and charge +1 (wB97M-V/def2-TZVPD).

The spin multiplicity is 1. For the lowest unoccupied orbital energy, the calculation gives -0.183 hartree. The HOMO energy comes out at -12.30 eV. As for the structure (SMILES): C=C([C@H]1C[NH+]=CN=C1C)C(C)(C)S. For the HOMO-LUMO gap, the calculation gives 7.321 eV. The calculation puts the maximum force at 4.227 eV/Å. The net charge is +1. The relative energy (zero: lowest compared OMol25 entry of this formula, charge and spin) is 109.1 kJ/mol.

Each line ends with the natural charge from an NBO analysis.
Cartesian coordinates (Å):
C  -1.08639  0.05564  1.54084  -0.39
C  -0.27879  0.40017  0.54065  0.01
C  0.22428  -0.69220  -0.51509  -0.41
C  0.89643  -1.78369  0.30703  -0.26
N  1.21986  -3.02699  -0.41970  -0.47
C  0.27167  -3.40907  -1.24458  0.41
N  -0.81013  -2.69246  -1.47119  -0.55
C  -0.87048  -1.43932  -1.24858  0.54
C  -2.08019  -0.68608  -1.67120  -0.68
C  0.43672  1.71553  0.50041  -0.12
C  0.35997  2.48697  1.85641  -0.64
C  -0.00297  2.55935  -0.66178  -0.61
S  2.27197  1.35491  0.40255  -0.04
H  -1.28925  0.71704  2.39781  0.24
H  -1.36524  -0.96753  1.89606  0.22
H  1.12447  -0.24273  -1.18075  0.31
H  1.82652  -1.34151  0.83703  0.27
H  0.27775  -2.05377  1.25521  0.24
H  2.02962  -3.57276  -0.22763  0.45
H  0.18224  -4.40527  -1.74922  0.25
H  -2.75043  -0.59449  -0.85582  0.27
H  -2.40015  -1.37185  -2.54390  0.27
H  -1.69821  0.26256  -1.86642  0.24
H  1.05520  3.40988  1.82138  0.23
H  0.67972  1.96094  2.75241  0.23
H  -0.60161  2.85040  2.10586  0.21
H  0.66475  3.33586  -0.79270  0.23
H  0.05214  1.89113  -1.49379  0.20
H  -0.99000  2.79966  -0.34166  0.23
H  2.65051  2.47968  0.07036  0.12

=====

Record 2
Entry from OMol25: CH21CdO13 as an isolated structure (wB97M-V/def2-TZVPD).

The spin multiplicity is 1. For the lowest unoccupied orbital energy, the calculation gives -0.134 hartree. The HOMO energy comes out at -13.67 eV. For the HOMO-LUMO gap, the calculation gives 10.033 eV. The calculation puts the maximum force at 3.338 eV/Å. The net charge is +1. The relative energy (zero: lowest compared OMol25 entry of this formula, charge and spin) is 0.0 kJ/mol.

Each line ends with the natural charge from an NBO analysis.
Cartesian coordinates (Å):
Cd  -1.06153  -0.94925  -1.68958  1.78
C  0.96047  0.06475  -0.26958  0.99
O  0.37147  0.61375  -1.22558  -0.89
O  1.95147  0.71875  0.32642  -0.70
O  0.50947  -1.00725  0.18642  -0.81
H  2.09747  1.60375  0.02142  0.53
O  2.77047  -2.84725  -0.20858  -1.00
H  3.16447  -3.57925  0.21642  0.49
H  2.31647  -2.18525  0.35942  0.51
O  -0.73353  -2.28125  2.32942  -0.95
H  -0.55853  -1.79025  1.51142  0.49
H  -1.64853  -2.27625  2.59442  0.47
O  -0.70153  2.96975  -1.44058  -0.97
H  -0.39653  3.45375  -0.73458  0.46
H  -0.12853  2.19675  -1.37158  0.48
O  1.14747  3.25775  1.22542  -0.97
H  0.76147  4.12175  1.11642  0.50
H  1.39547  3.16975  2.18342  0.50
O  -1.70453  -2.80325  -0.50858  -1.01
H  -1.90553  -2.88625  0.45642  0.53
H  -1.28253  -3.64125  -0.75858  0.51
O  -2.44653  0.27575  -0.22958  -1.01
H  -1.85153  0.79575  0.32942  0.53
H  -2.95753  0.90975  -0.70858  0.50
O  -1.65453  0.60675  -3.27258  -1.01
H  -2.44153  0.90875  -3.74458  0.52
H  -1.13753  1.34775  -2.98258  0.52
O  0.71747  -2.05525  -2.63258  -1.01
H  1.53847  -2.09325  -2.12758  0.54
H  0.68347  -2.81425  -3.19858  0.51
O  -1.07453  1.81275  1.58442  -0.99
H  -1.16453  1.49975  2.49642  0.50
H  -0.23553  2.24675  1.50442  0.49
O  1.33747  -0.09725  2.98942  -0.94
H  1.50747  0.25775  2.10342  0.47
H  1.85447  0.47475  3.56942  0.46

=====

Record 3
Entry from OMol25: a 2-piece molecular cluster, CH6N4S overall (wB97M-V/def2-TZVPD).

The spin multiplicity is 1. For the lowest unoccupied orbital energy (spin up / spin down), the calculation gives 0.018 / 0.015 hartree. The HOMO energy (spin up / spin down) comes out at -7.42 / -7.12 eV. For the HOMO-LUMO gap (spin up / spin down), the calculation gives 7.902 / 7.537 eV. The calculation puts the maximum force at 3.301 eV/Å. The net charge is 0. The relative energy (zero: lowest compared OMol25 entry of this formula, charge and spin) is 439.6 kJ/mol.

Each line ends with the natural charge from an NBO analysis.
Cartesian coordinates (Å):
C  1.26215  -0.03944  1.98631  -0.44
N  -0.29865  -0.15852  -1.44386  -0.01
N  0.47743  -0.96993  -1.09547  -0.14
N  -0.89334  0.27578  -2.51192  -0.62
N  -0.03855  -0.34009  1.36986  -0.74
S  -1.03554  0.63974  0.68350  0.47
H  2.07037  0.05239  1.21809  0.20
H  1.06465  0.88462  2.48152  0.18
H  1.51836  -0.89221  2.67561  0.21
H  -0.57169  0.04158  -3.38669  0.37
H  -1.61492  0.97692  -2.43626  0.39
H  -1.94028  -0.47084  0.45929  0.12

=====

Record 4
Entry from OMol25: a 5-piece molecular cluster, C26H26N4O4 overall (wB97M-V/def2-TZVPD).

The spin multiplicity is 1. For the lowest unoccupied orbital energy, the calculation gives -0.036 hartree. The HOMO energy comes out at -9.46 eV. As for the structure (SMILES): O=C1C=C(CCO)C(=O)O1.c1ccncc1.c1ccncc1.c1ccncc1.c1ccncc1. For the HOMO-LUMO gap, the calculation gives 8.477 eV. The calculation puts the maximum force at 0.905 eV/Å. The net charge is 0. The relative energy (zero: lowest compared OMol25 entry of this formula, charge and spin) is 415.1 kJ/mol.

Each line ends with the natural charge from an NBO analysis.
Cartesian coordinates (Å):
O  3.19280  -2.04342  -2.06479  -0.52
C  2.34885  -1.21362  -1.92595  0.76
C  1.02353  -1.09254  -2.57672  -0.28
C  0.33793  -0.13640  -1.93728  -0.02
C  -1.04687  0.35046  -2.18685  -0.48
C  -2.10486  -0.74228  -1.88684  -0.06
O  -3.29714  -0.17662  -1.39360  -0.70
C  1.22256  0.37560  -0.85669  0.77
O  0.94957  1.07772  0.06519  -0.53
O  2.48000  -0.16054  -1.03785  -0.49
H  0.71241  -1.70249  -3.41181  0.24
H  -1.10925  0.66444  -3.23122  0.23
H  -1.25757  1.21041  -1.54868  0.25
H  -2.26083  -1.33901  -2.79220  0.16
H  -1.73034  -1.41028  -1.10869  0.21
H  -3.62873  0.45268  -2.04633  0.47
C  -4.37880  3.90024  1.16259  -0.17
C  -3.01035  3.75143  1.00785  -0.24
C  -2.51717  3.46073  -0.25453  0.03
N  -3.28787  3.31423  -1.33066  -0.43
C  -4.60080  3.46095  -1.16628  0.03
C  -5.19404  3.75338  0.05213  -0.26
H  -4.80310  4.12730  2.13199  0.22
H  -2.33547  3.85774  1.84592  0.22
H  -1.45028  3.34159  -0.41510  0.20
H  -5.20602  3.33704  -2.05813  0.19
H  -6.26725  3.86178  0.12584  0.22
C  2.12051  -6.03032  -1.64693  -0.17
C  2.16526  -7.36309  -1.26965  -0.26
C  3.15133  -7.76287  -0.38041  0.03
N  4.06118  -6.93750  0.13118  -0.42
C  4.00447  -5.66100  -0.24317  0.03
C  3.05951  -5.15540  -1.12472  -0.26
H  1.36462  -5.67848  -2.33788  0.21
H  1.45262  -8.08008  -1.65424  0.22
H  3.21844  -8.79679  -0.05914  0.19
H  4.75785  -5.01013  0.18678  0.19
H  3.06234  -4.10953  -1.39297  0.24
C  -0.24493  -1.94792  3.66636  -0.17
C  -0.32552  -0.94348  2.71600  -0.25
C  -0.74091  -1.28337  1.43857  0.03
N  -1.05870  -2.52136  1.06732  -0.44
C  -0.97352  -3.47681  1.99047  0.04
C  -0.57634  -3.24250  3.29799  -0.26
H  0.07362  -1.72692  4.67685  0.22
H  -0.07149  0.08044  2.95276  0.22
H  -0.82431  -0.52774  0.66883  0.19
H  -1.23511  -4.47664  1.66251  0.19
H  -0.52585  -4.05700  4.00717  0.22
C  2.28294  5.75599  2.05756  -0.17
C  2.19990  6.74428  1.09003  -0.26
C  1.78864  6.38555  -0.18495  0.03
N  1.47006  5.14159  -0.53465  -0.42
C  1.55579  4.19993  0.40518  0.02
C  1.95364  4.45627  1.70958  -0.25
H  2.59975  5.99527  3.06467  0.22
H  2.44825  7.77229  1.31565  0.22
H  1.70905  7.13113  -0.96871  0.19
H  1.29160  3.19386  0.09994  0.21
H  2.00437  3.65177  2.43069  0.22

=====

Q: net charge of number 2 (CH21CdO13)?
A: +1

=====

Q: What is the formula in the fourth record?
A: C26H26N4O4